(1)
# C37H55N5NiO5S3Te

A structure of composition C37H55N5NiO5S3Te at a distorted geometry (ωB97M-V with the def2-TZVPD basis set, OMol25).

Output
- spin multiplicity = 4
- HOMO (spin up / spin down) (eV) = -4.710 / -4.766
- total charge = -1

The geometry in XYZ format:
```
107
C37H55N5NiO5S3Te (ωB97M-V with the def2-TZVPD basis set)
Ni -0.965 1.152 0.617
O -0.390 0.636 4.202
S -0.657 0.857 2.802
O -2.088 0.998 2.452
O -0.104 -0.226 1.919
O 0.022 2.127 2.305
C 2.580 1.278 3.903
N 2.486 0.463 2.702
C 2.748 0.983 1.480
S 2.761 -0.025 0.144
N 3.161 2.281 1.450
C 3.489 2.990 0.231
H 2.373 0.645 4.760
H 1.843 2.085 3.917
H 3.592 1.684 3.983
H 1.694 -0.170 2.667
H 2.786 2.846 2.198
H 3.528 2.268 -0.580
H 4.463 3.477 0.335
H 2.733 3.738 -0.015
C -2.734 -8.022 -4.137
C -2.522 -6.679 -3.491
C -3.411 -6.181 -2.550
C -3.203 -4.947 -1.940
C -4.185 -4.475 -0.897
C -2.093 -4.169 -2.279
Te -1.703 -2.170 -1.247
N -1.995 -0.066 -0.687
C -2.997 0.737 -0.437
O -2.743 1.980 -0.245
C -4.431 0.311 -0.329
C -5.428 1.253 -0.565
C -6.757 0.937 -0.342
C -7.105 -0.322 0.129
C -6.117 -1.264 0.370
C -4.784 -0.945 0.153
C -1.691 -1.252 -3.182
C -0.546 -0.579 -3.620
C 0.752 -0.571 -2.862
C -0.595 0.117 -4.827
C -1.743 0.171 -5.597
C -1.793 0.942 -6.890
C -2.873 -0.495 -5.140
C -2.868 -1.199 -3.944
C -4.140 -1.862 -3.490
C -1.179 -4.674 -3.211
C 0.068 -3.917 -3.590
C -1.407 -5.913 -3.804
H -3.675 -8.466 -3.813
H -1.924 -8.708 -3.877
H -2.751 -7.930 -5.225
H -4.283 -6.767 -2.278
H -5.007 -5.184 -0.793
H -4.596 -3.500 -1.161
H -3.691 -4.377 0.072
H -5.137 2.239 -0.900
H -7.528 1.680 -0.507
H -8.142 -0.562 0.327
H -6.384 -2.239 0.759
H -4.007 -1.654 0.397
H 0.610 -0.818 -1.813
H 1.203 0.419 -2.898
H 1.463 -1.278 -3.298
H 0.293 0.647 -5.155
H -0.842 1.436 -7.088
H -2.577 1.701 -6.848
H -2.018 0.277 -7.726
H -3.788 -0.443 -5.722
H -4.982 -1.559 -4.113
H -4.356 -1.582 -2.458
H -4.045 -2.948 -3.536
H 0.482 -3.409 -2.720
H -0.164 -3.161 -4.342
H 0.820 -4.592 -3.999
H -0.686 -6.292 -4.522
C -0.792 9.224 -1.416
C -1.610 8.358 -2.373
C -1.793 6.921 -1.887
C -0.475 6.147 -1.819
N -0.670 4.716 -1.685
C -0.279 3.898 -0.681
S 0.205 2.329 -1.136
N -0.179 4.279 0.588
C -0.800 5.395 1.290
C 0.066 5.756 2.500
C 1.495 6.169 2.143
C 1.577 7.510 1.417
H -0.756 10.254 -1.774
H 0.234 8.862 -1.335
H -1.237 9.227 -0.420
H -1.122 8.346 -3.352
H -2.595 8.809 -2.507
H -2.454 6.392 -2.577
H -2.280 6.923 -0.908
H 0.142 6.497 -0.994
H 0.082 6.331 -2.743
H -0.774 4.201 -2.545
H -0.046 3.481 1.227
H -1.784 5.075 1.648
H -0.939 6.251 0.634
H 0.104 4.872 3.141
H -0.417 6.562 3.057
H 1.945 5.391 1.523
H 2.082 6.234 3.063
H 1.111 7.458 0.434
H 2.617 7.808 1.273
H 1.073 8.291 1.990
```

=====

(2)
# C12H17NO2

The molecule C12H17NO2 at a distorted geometry (ωB97M-V with the def2-TZVPD basis set, OMol25).

Output
- HOMO (eV) = -7.427
- total charge = 0
- SMILES = COc1cc2c(cc1C[C@@H](C)N)OCC2

The geometry in XYZ format:
```
32
C12H17NO2 (ωB97M-V with the def2-TZVPD basis set)
C 0.576 3.380 0.020
C 0.021 1.129 -0.419
C -1.284 1.362 -0.052
C -2.190 0.329 0.066
C -3.640 0.216 0.490
C -4.008 -1.153 -0.029
C -1.756 -0.971 -0.245
C -0.445 -1.222 -0.667
C 0.450 -0.154 -0.749
C 1.835 -0.495 -1.194
C 2.763 -1.187 -0.087
C 2.658 -0.447 1.243
H 0.234 3.257 1.063
H 1.547 4.005 0.132
H -0.088 3.947 -0.601
H -1.550 2.380 0.082
H -4.213 0.975 0.022
H -3.767 0.337 1.560
H -4.579 -1.106 -0.970
H -4.619 -1.716 0.702
H -0.133 -2.209 -0.816
H 2.272 0.520 -1.382
H 1.903 -1.025 -2.135
H 3.713 -0.990 -0.566
H 2.872 0.623 1.207
H 3.435 -0.765 1.936
H 1.710 -0.609 1.702
H 3.211 -2.932 0.841
H 2.478 -3.129 -0.703
N 2.408 -2.586 0.230
O 0.956 2.103 -0.471
O -2.772 -1.866 -0.209
```

=====

(3)
# C2H4N2OS

The molecule C2H4N2OS at a distorted geometry (ωB97M-V with the def2-TZVPD basis set, OMol25).

Output
- HOMO (eV) = -9.934
- total charge = 0
- SMILES = [H]/N=C(/N)C(=O)S

The geometry in XYZ format:
```
10
C2H4N2OS (ωB97M-V with the def2-TZVPD basis set)
C -0.436 0.221 0.059
C 0.714 -0.706 0.089
H -2.468 -0.327 -0.100
H -1.555 -1.377 -0.256
H 0.550 1.653 1.021
H 1.990 1.261 -0.780
N -1.480 -0.482 -0.593
N -0.310 1.539 0.356
O 0.718 -1.822 0.434
S 2.277 0.041 -0.229
```

=====

| no. | M (g mol⁻¹) |
| --- | --- |
| 1 | 932.371 |
| 2 | 207.273 |
| 3 | 104.134 |